Record 1
{
  "formula": "C29H44BrN3P2PbS",
  "method": "ωB97M-V/def2-TZVPD",
  "species": ["C", "C", "C", "C", "N", "C", "C", "C", "C", "C", "C", "C", "C", "C", "Pb", "P", "H", "H", "H", "H", "H", "H", "H", "H", "C", "C", "H", "H", "H", "H", "H", "C", "C", "H", "H", "H", "H", "H", "C", "C", "H", "H", "H", "H", "H", "Br", "P", "C", "C", "H", "H", "H", "H", "H", "C", "C", "H", "H", "H", "H", "H", "C", "C", "H", "H", "H", "H", "H", "C", "N", "C", "C", "N", "C", "S", "H", "H", "H", "H", "H", "H"],
  "coordinates": [[-1.12383, 6.34375, -3.17883], [-1.45444, 5.04184, -3.59729], [-1.61438, 4.83989, -4.97944], [-1.36201, 5.89593, -5.86979], [-1.00027, 7.10959, -5.44934], [-0.91073, 7.34804, -4.13931], [-1.53903, 3.87810, -2.69544], [-0.92937, 3.09538, -1.84845], [-0.04363, 2.19197, -1.19358], [0.63369, 2.38980, 0.04486], [1.28326, 1.36107, 0.66168], [1.05909, -0.06053, 0.28657], [0.54916, -0.17016, -1.09834], [0.14707, 0.91659, -1.81430], [-2.79166, 2.10683, -2.30638], [2.59132, -1.18726, 0.36957], [-1.88158, 3.84964, -5.36173], [-1.00055, 6.58534, -2.12958], [-1.43708, 5.72719, -6.95238], [-0.63471, 8.36946, -3.84530], [-0.04269, 0.85165, -2.90475], [0.59455, 3.39350, 0.48926], [0.62313, -1.14480, -1.57386], [1.86220, 1.54457, 1.57319], [2.16853, -2.73665, 1.20978], [3.13436, -3.87524, 0.90466], [1.13417, -3.01045, 0.94792], [2.17629, -2.48130, 2.28023], [3.12472, -4.58525, 1.73801], [2.82113, -4.43119, 0.01602], [4.17074, -3.54546, 0.75942], [3.21168, -1.53454, -1.30056], [3.88937, -0.40988, -2.09010], [2.35806, -1.88799, -1.89314], [3.85697, -2.42328, -1.22824], [3.90665, -0.68997, -3.15368], [3.34944, 0.54342, -2.01506], [4.93096, -0.26269, -1.77965], [3.81561, -0.33030, 1.33982], [5.11248, -1.09117, 1.64516], [3.31485, -0.05409, 2.28029], [4.03456, 0.61270, 0.81786], [5.80019, -0.41018, 2.16340], [4.95426, -1.94784, 2.31437], [5.62489, -1.45213, 0.74455], [-0.43211, -0.62038, 1.49748], [-2.78991, -2.72199, -1.38839], [-1.05521, -3.28735, -1.02597], [-0.61886, -4.62440, -1.63287], [-0.93394, -3.30946, 0.06476], [-0.40942, -2.50194, -1.42536], [0.47533, -4.62818, -1.77554], [-0.84319, -5.47360, -0.97088], [-1.09626, -4.80930, -2.60698], [-3.38701, -2.25069, 0.27878], [-4.22983, -3.40781, 0.84650], [-3.99701, -1.34333, 0.17745], [-2.51825, -2.02468, 0.91554], [-4.18882, -3.42168, 1.94081], [-5.28123, -3.29088, 0.54665], [-3.88281, -4.38778, 0.48701], [-2.73266, -1.21535, -2.41700], [-3.07575, -1.55840, -3.86775], [-1.73505, -0.76582, -2.31702], [-3.47325, -0.53515, -1.95644], [-3.42626, -0.68535, -4.42913], [-2.18775, -1.95923, -4.36627], [-3.86755, -2.31998, -3.91555], [0.78788, 0.75633, 6.20801], [-0.59821, 1.19364, 6.16266], [-1.53027, 0.97462, 7.15730], [-2.71569, 1.48621, 6.71649], [-2.48196, 1.97912, 5.44061], [-1.16310, 1.80804, 5.05397], [-0.37680, 2.24886, 3.66064], [0.87765, -0.30252, 5.92600], [1.36184, 1.36254, 5.50068], [1.16606, 0.90745, 7.22533], [-1.25705, 0.49184, 8.08545], [-3.67939, 1.54569, 7.18348], [-3.17153, 2.41701, 4.83136]],
  "atomic_forces_ev_per_a": [[0.135, -0.044, 0.035], [0.626, 0.357, -0.764], [0.056, -0.050, -0.027], [-0.004, -0.327, 0.649], [-0.144, 0.039, -0.114], [-0.205, -0.761, -0.027], [0.515, 0.237, 1.065], [4.113, 1.380, -0.176], [-1.742, 1.413, -1.080], [0.220, -0.018, 1.555], [-0.285, 1.132, 0.332], [0.032, 0.018, -0.609], [0.029, 1.085, -1.509], [0.607, -1.894, -0.581], [-3.268, -1.567, -0.072], [-0.469, -0.125, 0.269], [0.071, 0.374, 0.041], [-0.019, -0.083, -0.038], [0.031, 0.186, 0.509], [-0.147, -0.526, -0.061], [-0.089, -0.236, 0.780], [0.324, -0.544, -0.127], [-0.186, 0.537, 0.011], [-0.382, 0.114, -0.326], [-0.350, 0.234, 0.023], [0.272, -0.484, -0.058], [0.323, 0.138, 0.109], [-0.100, -0.020, -0.238], [0.040, 0.133, -0.160], [0.098, 0.153, 0.062], [-0.253, -0.129, 0.105], [-0.273, -0.406, -0.464], [0.212, 0.209, -0.057], [0.105, -0.081, 0.285], [-0.038, 0.328, 0.177], [0.020, 0.078, 0.371], [0.140, -0.210, 0.029], [-0.293, 0.060, 0.014], [0.269, 0.522, 0.317], [0.290, -0.160, 0.154], [0.076, -0.036, -0.157], [-0.016, -0.166, 0.069], [-0.191, -0.175, -0.178], [-0.068, 0.245, -0.221], [-0.164, 0.125, 0.142], [0.612, -0.231, -0.003], [-0.769, -1.822, -0.055], [0.158, 0.315, -0.112], [0.099, -0.282, -0.096], [0.013, 0.111, -0.199], [0.000, -0.191, 0.184], [-0.334, -0.060, -0.042], [-0.129, 0.285, -0.261], [0.200, 0.031, 0.318], [0.141, 0.206, 0.112], [-0.121, 0.030, 0.189], [0.135, -0.118, 0.194], [-0.515, -0.036, -0.088], [-0.079, 0.023, -0.162], [0.351, -0.166, 0.043], [-0.081, 0.289, 0.098], [0.228, 0.357, 0.370], [-0.028, 0.043, -0.071], [-0.255, 0.227, -0.160], [0.219, -0.393, -0.255], [0.122, -0.038, -0.036], [-0.201, 0.000, -0.066], [0.256, 0.265, 0.044], [0.053, 0.054, 0.139], [0.032, 0.188, -1.138], [-0.810, 0.450, -0.266], [0.941, -0.350, -0.006], [0.623, 0.136, -0.741], [-0.822, -0.590, 2.299], [-0.010, 0.246, -0.639], [-0.062, 0.261, 0.112], [-0.137, -0.106, 0.222], [-0.024, -0.097, -0.276], [-0.144, 0.140, -0.159], [-0.043, -0.026, 0.048], [0.458, -0.210, 0.402]],
  "charge": 2,
  "energy_ha": -5142.74946
}

Record 2
{
  "formula": "C4H8O2",
  "method": "ωB97M-V/def2-TZVPD",
  "species": ["C", "C", "C", "O", "C", "O", "H", "H", "H", "H", "H", "H", "H", "H"],
  "coordinates": [[-2.02890, 0.04884, -0.15590], [-0.67168, 0.44164, 0.39418], [0.42794, 0.09663, -0.57087], [1.67258, 0.51520, -0.03547], [2.49177, -0.47546, 0.50281], [2.27204, -1.27984, 1.36564], [-2.05635, -1.01985, -0.39733], [-2.81732, 0.25713, 0.56916], [-2.25185, 0.60220, -1.07502], [-0.44970, -0.06954, 1.33685], [-0.61739, 1.51709, 0.59882], [0.47367, -0.98391, -0.76451], [0.29397, 0.59574, -1.54316], [3.26121, -0.24587, -0.22520]],
  "atomic_forces_ev_per_a": [[-0.183, -0.028, -0.023], [-0.148, -0.007, 0.128], [-0.490, -0.196, 0.035], [-0.169, -0.338, 0.594], [-0.940, 0.603, -0.604], [0.172, 1.161, -1.310], [-0.049, 0.127, 0.064], [-0.018, -0.042, -0.107], [-0.019, -0.063, 0.119], [-0.145, 0.028, -0.073], [-0.072, -0.116, -0.033], [-0.164, 0.109, 0.056], [0.115, -0.014, 0.319], [2.110, -1.224, 0.835]],
  "smiles": "CCCOC=O",
  "energy_ha": -307.65639
}

Record 3
{
  "formula": "C21H29Cl10CrN2O2PSi2",
  "method": "ωB97M-V/def2-TZVPD",
  "species": ["Cr", "Cl", "C", "C", "C", "Cl", "C", "Cl", "C", "Cl", "C", "Cl", "Cl", "C", "C", "C", "Cl", "C", "Cl", "C", "Cl", "C", "Cl", "N", "C", "P", "O", "O", "C", "N", "H", "H", "H", "H", "H", "H", "H", "H", "H", "H", "C", "Si", "C", "C", "C", "Si", "C", "C", "C", "H", "H", "H", "H", "H", "H", "H", "H", "H", "H", "H", "H", "H", "H", "H", "H", "H", "H", "H"],
  "coordinates": [[-0.19370, -0.66444, -0.73258], [-0.84733, 1.51889, -1.07374], [-2.57729, 1.94517, -0.94046], [-3.50028, 0.94040, -1.04336], [-4.82198, 1.36581, -0.98327], [-6.07591, 0.16244, -0.96906], [-5.19770, 2.70821, -0.95716], [-6.84710, 3.19741, -1.08143], [-4.20747, 3.68459, -0.80334], [-4.62371, 5.35368, -0.65870], [-2.87766, 3.29271, -0.74579], [-1.64038, 4.46972, -0.31549], [-2.22813, -1.83397, -1.53851], [-1.14998, -3.14347, -1.14995], [0.06723, -2.69176, -0.62846], [0.92629, -3.72685, -0.25735], [2.44207, -3.31290, 0.51893], [0.62426, -5.08024, -0.41079], [1.74845, -6.29756, 0.07033], [-0.61297, -5.45694, -0.93100], [-1.02857, -7.11445, -1.08754], [-1.52736, -4.46570, -1.29367], [-3.08971, -4.87879, -1.87700], [-0.26552, -2.68371, 2.57169], [-0.69812, -1.82594, 3.69380], [-1.92988, -0.59528, 2.98863], [-3.26096, -0.80801, 3.57897], [-1.71623, -0.60566, 1.48199], [-1.35080, 1.12625, 3.44370], [-2.14527, 1.92970, 2.47716], [-1.00828, -3.32856, 2.30491], [0.60277, -3.19980, 2.72727], [-0.11751, -2.11124, 1.71984], [0.16579, -1.34735, 4.14618], [-1.21544, -2.42822, 4.43698], [-0.28992, 1.27696, 3.25648], [-1.60282, 1.40494, 4.46324], [-1.77914, 2.85778, 2.24540], [-3.11652, 2.00694, 2.78234], [-2.17729, 1.36562, 1.59865], [2.28891, 0.13592, 2.13427], [2.57621, 1.04638, 0.48266], [4.44629, 1.28524, 0.33535], [1.84359, 2.77915, 0.74538], [1.81427, -0.03214, -0.83200], [1.99422, 0.54017, -2.61899], [1.50311, 2.33328, -3.01251], [3.79153, 0.45115, -3.21002], [1.00278, -0.64084, -3.73333], [2.61243, 0.72046, 3.00017], [2.82654, -0.81475, 2.14585], [1.22291, -0.07231, 2.22985], [4.88217, 1.61928, 1.27952], [4.69367, 2.02882, -0.42519], [4.93329, 0.34902, 0.05400], [2.27109, 3.23186, 1.64409], [0.75937, 2.77557, 0.85332], [2.08343, 3.43704, -0.09190], [2.41703, -0.94972, -0.79699], [1.80090, 3.00680, -2.20644], [0.43898, 2.48023, -3.19115], [2.03910, 2.64743, -3.91066], [4.38711, 1.23410, -2.73476], [3.85334, 0.59397, -4.29103], [4.25330, -0.50878, -2.96868], [-0.07924, -0.48925, -3.66157], [1.21125, -1.68003, -3.46376], [1.27646, -0.51440, -4.78337]],
  "atomic_forces_ev_per_a": [[0.174, -0.048, 0.491], [0.190, 1.236, 0.010], [-1.071, -0.307, 0.144], [0.124, 0.288, 0.004], [0.430, 0.178, -0.125], [-0.257, -0.221, -0.031], [-0.008, -0.073, 0.038], [-0.044, 0.002, 0.029], [0.029, 0.055, 0.031], [-0.020, -0.056, 0.022], [0.476, 0.220, 0.192], [-0.175, -0.280, -0.111], [-0.665, 0.038, -0.103], [0.419, 0.035, 0.190], [0.010, -1.545, 0.148], [-0.110, 0.451, -0.014], [0.004, -0.010, 0.072], [0.047, -0.151, 0.039], [-0.028, 0.008, -0.012], [-0.018, 0.126, 0.034], [-0.001, -0.021, -0.024], [-0.074, -0.137, -0.078], [0.016, 0.026, -0.044], [0.324, -0.062, -0.537], [-0.510, 0.555, 0.153], [0.174, -0.055, -0.713], [-0.030, 0.026, 0.321], [0.498, -0.106, 0.784], [0.089, -0.527, 0.234], [-0.187, 0.099, -0.631], [0.027, -0.163, -0.031], [-0.060, -0.077, 0.072], [-0.057, 0.092, -0.098], [0.123, 0.013, -0.085], [0.059, -0.028, 0.000], [-0.011, 0.061, -0.117], [-0.034, 0.064, -0.024], [-0.003, -0.071, 0.098], [-0.031, 0.080, 0.018], [0.020, 0.145, -0.167], [0.223, 0.157, -0.027], [-0.223, -0.302, 0.180], [-0.180, -0.061, -0.068], [0.125, -0.208, -0.113], [0.241, 0.988, -0.305], [0.279, -0.160, -0.169], [0.015, -0.197, 0.079], [-0.121, -0.097, 0.168], [0.078, 0.163, 0.131], [-0.002, -0.002, 0.020], [-0.020, -0.033, -0.003], [-0.212, -0.063, 0.016], [-0.032, 0.029, 0.028], [0.007, -0.011, -0.020], [0.015, -0.004, -0.013], [0.073, -0.055, 0.012], [-0.084, -0.017, -0.024], [-0.058, 0.037, 0.019], [-0.031, -0.046, -0.006], [-0.018, 0.032, -0.023], [0.045, -0.006, -0.025], [0.029, -0.037, -0.029], [0.023, -0.007, -0.005], [-0.019, 0.013, -0.016], [0.014, -0.016, -0.005], [-0.008, 0.008, 0.014], [0.014, -0.008, 0.016], [-0.012, 0.044, -0.016]],
  "multiplicity": 5,
  "energy_ha": -7644.35145,
  "s2": 6.035
}